Record 1
C11H19N4O4Pt | ωB97M-V/def2-TZVPD

Net charge: +1
Frontier orbital gap (eV): 10.1
ΔE to the lowest compared entry with this formula, charge and spin (kcal per mole): 0.00
Lowest unoccupied orbital energy (eV): -2.891
Highest occupied orbital energy (eV): -12.96

Each line ends with the Mulliken charge.
Atoms and positions in Å:
1 Pt 0.19 0.00 -0.23  0.605
2 C 2.01 -0.10 -2.55  -0.932
3 N 1.43 -1.01 -1.53  0.152
4 C 2.55 -1.59 -0.73  -0.908
5 C 0.66 -2.09 -2.20  -0.688
6 C -0.36 -2.64 -1.23  -0.701
7 N -1.16 -1.53 -0.64  -0.081
8 C -2.16 -1.03 -1.62  -0.899
9 C -1.88 -2.05 0.54  -0.917
10 H 2.67 -0.66 -3.21  0.401
11 H 2.57 0.68 -2.04  0.326
12 H 1.21 0.36 -3.12  0.341
13 H 3.26 -2.06 -1.41  0.404
14 H 2.17 -2.32 -0.03  0.318
15 H 3.04 -0.79 -0.19  0.297
16 H 1.34 -2.87 -2.55  0.440
17 H 0.17 -1.66 -3.08  0.376
18 H 0.14 -3.15 -0.41  0.388
19 H -1.03 -3.36 -1.72  0.426
20 H -2.86 -1.84 -1.88  0.397
21 H -1.67 -0.67 -2.52  0.308
22 H -2.71 -0.21 -1.17  0.320
23 H -2.54 -2.87 0.24  0.419
24 H -2.48 -1.26 0.97  0.240
25 H -1.16 -2.41 1.27  0.309
26 O 1.06 4.54 3.34  -0.506
27 C -0.16 4.05 3.50  0.473
28 O -0.94 4.47 4.30  -0.550
29 C -0.57 2.90 2.63  0.436
30 C -1.82 2.33 2.71  -0.325
31 N -1.88 1.33 1.82  -0.170
32 N -0.73 1.22 1.14  -0.272
33 C 0.07 2.18 1.61  -0.298
34 C 1.43 2.26 0.99  1.038
35 O 2.25 3.08 1.35  -0.784
36 O 1.61 1.39 0.03  -0.590
37 H 1.58 4.07 2.65  0.421
38 H -2.65 2.59 3.35  0.560
39 H -2.66 0.73 1.63  0.225



Record 2
C11H19O3P | ωB97M-V/def2-TZVPD

Frontier orbital gap (spin up / spin down) (eV): 7.4 / 8.2
ΔE to the lowest compared entry with this formula, charge and spin (kcal per mole): 53.36
Lowest unoccupied orbital energy (spin up / spin down) (eV): -1.062 / -0.249
Highest occupied orbital energy (spin up / spin down) (eV): -8.44 / -8.47

Each line ends with the Mulliken charge.
Atoms and positions in Å:
1 C 0.39 3.31 0.63  -0.782
2 C -2.14 0.83 -2.57  -1.025
3 C -0.70 2.81 1.09  -0.596
4 C -1.14 0.31 -1.76  -0.404
5 C -2.09 0.81 1.47  -1.437
6 C -1.50 1.77 0.51  1.036
7 C -0.76 0.76 -0.50  0.416
8 C -1.41 -3.22 0.12  -1.267
9 C 3.37 -1.12 -0.80  -1.072
10 C -0.57 -2.28 0.95  -0.137
11 C 3.08 0.12 -0.09  -0.410
12 O 0.78 0.28 1.82  -0.784
13 O 0.47 -1.70 0.22  -0.334
14 O 1.77 0.39 -0.47  -0.273
15 P 0.53 -0.03 0.42  0.673
16 H 0.91 4.20 1.13  0.204
17 H 1.01 2.86 -0.15  0.208
18 H -2.17 0.42 -3.59  0.310
19 H -3.01 1.32 -2.15  0.305
20 H -1.04 3.34 1.96  0.346
21 H -0.37 -0.36 -2.14  0.339
22 H -1.48 0.51 2.28  0.663
23 H -2.85 0.05 1.09  0.319
24 H -2.31 2.42 -0.04  0.497
25 H -2.29 -2.69 -0.18  0.306
26 H -0.78 -3.44 -0.77  0.238
27 H -1.69 -4.06 0.68  0.406
28 H 2.89 -0.99 -1.73  0.294
29 H 4.47 -1.33 -0.92  0.363
30 H 2.96 -1.89 -0.23  0.275
31 H -0.09 -2.83 1.71  0.439
32 H -1.07 -1.49 1.40  0.150
33 H 3.68 0.87 -0.41  0.379
34 H 3.15 0.02 0.98  0.354